1.
The following is a quantum chemistry calculation of a structure of composition C42H37I2N6ORuS at a distorted geometry, from the OMol25 dataset.

CARTESIAN COORDINATES (ANGSTROEM)
Ru -0.222 0.138 -1.092
I 0.017 -0.944 5.031
C -1.007 1.602 3.438
C -2.009 2.461 4.186
C -2.365 3.632 3.650
I -3.622 4.887 4.746
C -1.963 4.053 2.290
C -2.093 5.328 1.762
C -1.778 5.547 0.431
C -1.354 4.470 -0.350
N -1.196 3.246 0.119
C -1.489 3.044 1.415
C -1.339 1.768 1.983
O -1.434 0.601 1.309
H -2.346 2.155 5.169
H -2.465 6.136 2.378
H -1.876 6.528 -0.010
H -1.150 4.609 -1.408
C 3.865 -3.544 3.277
C 2.913 -4.530 2.658
C 3.007 -5.890 2.927
C 2.128 -6.804 2.365
C 1.112 -6.356 1.535
C 0.985 -5.001 1.267
C 1.891 -4.094 1.808
N 1.786 -2.703 1.560
C 1.340 -2.100 0.405
N 1.466 -2.799 -0.739
C 0.773 -2.608 -1.983
C -0.125 -1.547 -2.203
C -0.833 -1.623 -3.417
C -0.602 -2.604 -4.365
C 0.358 -3.580 -4.135
C 1.043 -3.610 -2.932
C 2.030 -4.717 -2.653
N 0.908 -0.881 0.408
C 0.736 -0.199 1.646
C -0.695 -0.350 2.124
C -1.108 0.068 3.534
C 0.405 2.079 3.755
C 1.505 1.695 3.117
C 1.649 0.710 2.024
C 2.956 0.787 1.269
H 4.678 -4.060 3.784
H 3.363 -2.913 4.017
H 4.292 -2.880 2.523
H 3.796 -6.237 3.584
H 2.232 -7.859 2.581
H 0.404 -7.053 1.108
H 0.171 -4.644 0.648
H 1.856 -2.088 2.358
H 1.922 -3.689 -0.637
H -1.571 -0.864 -3.634
H -1.157 -2.594 -5.295
H 0.568 -4.336 -4.883
H 2.134 -5.356 -3.528
H 1.709 -5.361 -1.826
H 3.025 -4.336 -2.405
H -1.068 -1.340 1.868
H -2.129 -0.255 3.720
H 0.488 2.812 4.549
H 2.434 2.165 3.423
H 3.714 1.296 1.863
H 2.823 1.344 0.337
H 3.329 -0.199 0.998
C -1.476 1.148 -2.282
C -2.494 1.860 -2.606
C -3.686 2.566 -2.186
C -4.304 3.485 -3.028
C -5.396 4.220 -2.580
C -5.883 4.044 -1.294
C -5.285 3.104 -0.458
C -4.203 2.367 -0.902
H -3.908 3.617 -4.027
H -5.867 4.934 -3.244
H -6.723 4.629 -0.943
H -5.665 2.950 0.545
H -3.743 1.626 -0.259
S -1.513 1.867 -4.164
C 1.230 0.911 -2.096
N 1.340 2.209 -2.403
C 2.223 2.491 -3.525
C 2.719 1.080 -3.905
N 2.103 0.248 -2.877
H 0.752 2.894 -1.965
H 3.042 3.152 -3.235
H 1.653 2.954 -4.331
H 3.807 1.006 -3.889
H 2.361 0.783 -4.891
H 2.105 -0.756 -2.901

Force components x, y, z for each atom (eV/Å):
Ru 0.1 0.1 0.1
I 0.0 0.0 0.0
C 0.0 0.0 0.1
C 0.1 -0.1 0.0
C 0.0 0.1 -0.3
I 0.0 0.1 0.1
C -0.1 0.0 0.3
C 0.0 0.0 0.0
C 0.0 -0.1 0.0
C -0.1 0.1 0.0
N 0.0 -0.1 -0.1
C -0.1 -0.2 0.1
C 0.1 0.1 -0.1
O 0.0 0.0 0.0
H 0.0 0.0 0.0
H 0.0 0.0 0.0
H 0.0 0.0 0.0
H 0.0 0.0 0.0
C 0.0 0.0 0.0
C 0.0 0.0 0.0
C 0.0 0.0 0.0
C 0.0 0.0 0.0
C 0.0 0.0 0.0
C 0.0 0.0 0.0
C 0.0 0.1 0.0
N -0.1 0.0 0.0
C 0.2 -0.1 -0.1
N -0.1 0.1 -0.1
C -0.1 -0.2 0.4
C 0.3 0.3 -0.2
C 0.0 -0.1 0.0
C 0.0 0.0 0.0
C 0.0 0.0 0.0
C -0.1 0.0 0.0
C 0.0 0.0 0.0
N -0.3 0.1 0.3
C -0.2 0.0 -0.2
C 0.0 0.0 0.1
C 0.1 0.0 0.0
C -0.2 0.1 -0.1
C 0.1 -0.4 -0.2
C 0.2 0.2 0.4
C -0.1 0.0 -0.1
H 0.0 0.0 0.0
H 0.0 0.0 0.0
H 0.0 0.0 0.0
H 0.0 0.0 0.0
H 0.0 0.0 0.0
H 0.0 0.0 0.0
H 0.0 0.0 0.0
H 0.0 0.0 0.0
H 0.0 0.0 0.0
H 0.1 0.1 -0.1
H 0.0 0.0 0.0
H 0.0 0.0 0.0
H 0.0 0.0 0.0
H 0.0 0.0 0.0
H 0.0 0.0 0.0
H 0.1 0.0 0.0
H -0.1 0.1 -0.1
H 0.0 0.0 0.0
H 0.0 -0.1 0.0
H 0.0 0.0 0.0
H 0.0 0.0 0.0
H 0.0 0.0 0.0
C 0.1 -0.3 0.3
C 0.0 0.3 -0.5
C 0.1 -0.1 0.0
C 0.0 0.1 0.0
C 0.0 0.0 0.0
C 0.0 0.0 0.0
C 0.0 0.0 0.0
C 0.0 -0.1 0.1
H 0.0 0.0 0.0
H 0.0 0.0 0.0
H 0.0 0.0 0.0
H 0.0 0.0 0.0
H 0.0 0.0 0.0
S -0.2 0.0 0.4
C -0.7 -0.5 -0.8
N 0.5 0.2 0.5
C 0.0 0.0 0.0
C -0.1 0.0 0.0
N 0.4 0.2 0.2
H -0.2 0.0 -0.2
H 0.0 0.0 0.0
H 0.0 0.0 0.0
H 0.0 0.0 0.0
H 0.0 0.0 0.0
H -0.2 0.0 -0.1

- Energy: -3114.7933 a.u.
- Energy above the lowest of the compared OMol25 structures with the same formula, charge and spin: 6.4 kcal per mole
- Orbital gap (spin up / spin down): 0.214 / 0.184 hartree
- Spin multiplicity: 2
- F_max: 1.203 eV Å⁻¹

Here are the Mulliken charges for atoms 1 to 6, given in e: -0.174, 0.050, 3.227, -1.726, -0.242, 0.081


2.
The following is a quantum chemistry calculation of a structure of composition C42H37IrN6O3PS at a distorted geometry, from the OMol25 dataset.

CARTESIAN COORDINATES (ANGSTROEM)
Ir -0.508 0.678 0.294
C 4.015 1.476 0.764
O 4.210 0.217 1.378
C 3.224 -0.400 2.075
C 3.709 -1.310 3.008
C 2.880 -2.074 3.807
C 1.521 -1.906 3.694
C 0.993 -1.011 2.758
C -0.437 -0.901 2.787
N -1.155 -0.273 1.943
N -2.528 -0.232 2.201
C -3.119 0.667 1.472
O -2.515 1.406 0.575
C -4.575 0.866 1.616
C -5.356 -0.093 2.260
C -6.720 0.104 2.386
C -7.305 1.257 1.877
C -6.528 2.215 1.239
C -5.163 2.021 1.102
C 1.830 -0.255 1.891
O 1.387 0.625 0.954
H 5.012 1.841 0.526
H 3.532 2.167 1.454
H 3.425 1.382 -0.148
H 4.785 -1.395 3.091
H 3.301 -2.767 4.521
H 0.839 -2.458 4.328
H -0.984 -1.366 3.601
H -4.888 -0.978 2.669
H -7.329 -0.637 2.885
H -8.371 1.411 1.983
H -6.987 3.115 0.854
H -4.549 2.764 0.611
C 1.363 4.596 3.151
N 1.693 4.231 1.775
C 2.782 4.688 1.058
C 2.731 4.127 -0.155
N 1.583 3.320 -0.200
C 0.959 3.405 1.016
S -0.511 2.758 1.549
C 1.057 2.792 -1.410
C 1.557 3.283 -2.611
C 0.915 2.991 -3.796
C -0.243 2.235 -3.757
C -0.631 1.722 -2.544
N 0.017 1.939 -1.382
H 2.093 5.324 3.491
H 1.398 3.709 3.782
H 0.368 5.033 3.189
H 3.505 5.359 1.486
H 3.422 4.221 -0.969
H 2.403 3.948 -2.624
H 1.294 3.391 -4.727
H -0.827 2.022 -4.641
H -1.514 1.110 -2.473
N -2.505 -0.472 -1.053
C -2.185 -1.264 -2.195
C -3.085 -1.512 -3.220
C -2.692 -2.324 -4.274
C -1.423 -2.892 -4.291
C -0.527 -2.623 -3.271
C -0.897 -1.772 -2.231
P 0.202 -1.365 -0.846
C 1.819 -1.119 -1.619
C 3.010 -1.370 -0.938
C 4.232 -1.139 -1.550
C 4.280 -0.651 -2.848
C 3.101 -0.406 -3.538
C 1.878 -0.644 -2.932
C 0.185 -2.897 0.121
C -1.004 -3.241 0.770
C -1.116 -4.451 1.431
C -0.044 -5.336 1.445
C 1.126 -5.015 0.776
C 1.243 -3.804 0.107
H -3.229 0.220 -1.219
H -2.835 -1.055 -0.287
H -4.086 -1.100 -3.182
H -3.387 -2.531 -5.077
H -1.134 -3.543 -5.105
H 0.464 -3.061 -3.293
H 2.994 -1.766 0.066
H 5.145 -1.342 -1.007
H 5.235 -0.480 -3.328
H 3.132 -0.056 -4.562
H 0.970 -0.487 -3.499
H -1.857 -2.573 0.768
H -2.041 -4.708 1.930
H -0.132 -6.282 1.962
H 1.952 -5.713 0.761
H 2.153 -3.590 -0.432

Force components x, y, z for each atom (eV/Å):
Ir -0.3 0.7 1.2
C 0.0 0.0 0.0
O 0.0 -0.1 -0.3
C -0.2 0.0 0.2
C 0.1 0.0 0.0
C 0.1 -0.1 0.1
C 0.0 0.0 -0.1
C 0.3 0.2 -0.2
C -0.1 0.0 0.1
N -0.2 0.0 -0.5
N 0.1 0.1 -0.2
C -0.2 -0.1 0.1
O 0.5 -0.4 -0.3
C 0.0 0.0 0.0
C 0.0 0.0 0.1
C 0.0 0.0 0.0
C 0.0 0.0 0.0
C 0.0 0.0 0.0
C 0.0 0.0 0.0
C -0.1 0.0 0.3
O -0.2 -0.5 -0.5
H 0.0 0.0 0.0
H 0.0 0.0 0.0
H 0.0 0.0 0.0
H 0.0 0.0 0.0
H 0.0 0.0 0.0
H 0.0 0.0 0.0
H 0.1 0.0 0.0
H 0.0 0.0 0.0
H 0.0 0.0 0.0
H 0.0 0.0 0.0
H 0.0 0.0 0.0
H 0.0 0.0 0.0
C 0.0 0.0 0.0
N 0.0 0.0 -0.1
C 0.0 0.1 0.0
C -0.1 0.0 -0.1
N 0.1 -0.1 0.0
C 0.3 0.2 0.0
S 0.0 -0.1 -0.2
C -0.2 0.2 0.1
C -0.1 0.1 0.1
C 0.0 0.0 -0.1
C 0.0 0.0 0.0
C -0.2 -0.1 0.1
N 0.4 -0.2 0.0
H 0.0 0.0 0.0
H 0.0 0.0 0.0
H 0.0 0.0 0.0
H 0.0 0.0 0.0
H 0.0 -0.1 0.0
H 0.0 0.0 0.0
H 0.0 0.0 0.0
H 0.0 0.0 0.0
H 0.1 -0.1 0.0
N -0.2 -0.2 -0.1
C 0.0 0.0 0.0
C 0.0 -0.1 -0.1
C 0.0 0.0 0.0
C 0.0 0.0 0.0
C 0.0 -0.1 0.0
C 0.0 -0.1 0.0
P -0.1 0.0 -0.2
C 0.0 -0.1 0.0
C 0.0 0.0 0.0
C 0.0 0.0 0.0
C 0.0 0.0 0.0
C 0.0 0.0 0.0
C 0.0 0.1 0.0
C 0.1 0.0 -0.1
C 0.0 0.0 0.0
C 0.0 0.0 0.0
C 0.0 0.0 0.0
C 0.0 0.0 0.0
C 0.0 0.0 0.0
H 0.0 0.1 0.0
H 0.0 0.1 0.0
H 0.0 0.0 0.0
H 0.0 0.0 0.0
H 0.0 0.0 0.0
H 0.0 0.0 0.0
H 0.0 0.1 0.0
H 0.0 0.0 0.0
H 0.0 0.0 0.0
H 0.0 0.0 0.0
H 0.0 0.1 0.0
H 0.0 0.0 0.0
H 0.0 0.0 0.0
H 0.0 0.0 0.0
H 0.0 0.0 0.0
H 0.0 0.0 0.0

- Energy: -3020.3551 a.u.
- Energy above the lowest of the compared OMol25 structures with the same formula, charge and spin: 32.0 kcal per mole
- Total charge: +2
- Orbital gap (spin up / spin down): 0.258 / 0.208 hartree
- Spin multiplicity: 2
- F_max: 1.475 eV Å⁻¹

Here are the Mulliken charges for atoms 1 to 6, given in e: 1.613, -0.579, -0.361, -0.487, -0.524, -1.026